Entry 1:
Entry from the OMol25 dataset: a structure of composition CH5OZn (ωB97M-V with the def2-TZVPD basis set).

Each line ends with the Mulliken charge.
Element x y z (Å)
H 0.421 1.174 0.188  0.44
C 0.177 -0.809 -0.726  -1.28
H 1.203 -0.850 -0.319  0.31
H 0.012 -1.836 -1.095  0.29
H -0.047 -0.188 -1.612  0.33
Zn -1.321 -0.462 0.895  0.02
O -0.377 1.252 0.944  -0.43
H -0.068 1.719 1.724  0.33

Cartesian forces (eV/Å) of the 6 atoms listed first:
H -3.0 0.2 3.1
C -1.1 -1.4 0.2
H -0.3 0.6 -0.4
H 0.0 0.2 0.2
H 0.6 0.2 0.5
Zn 0.2 -1.6 -1.1

Values from the calculation:
**Expectation value of S²**: 0.76
**HOMO-LUMO gap (spin up / spin down)**: 6.712 / 8.203 eV
**Spin multiplicity**: 2
**Net charge**: 0
**Lowest unoccupied orbital energy (spin up / spin down)**: 0.238 / -0.357 eV

***

Entry 2:
Entry from the OMol25 dataset: a cluster of 8 separate species, C23H38O11 in total (ωB97M-V with the def2-TZVPD basis set).

Each line ends with the Mulliken charge.
Element x y z (Å)
C 2.291 -5.104 -1.145  -0.76
O 1.690 -3.992 -1.721  -0.42
H 1.556 -5.864 -1.088  0.31
H 3.051 -5.072 -0.219  0.22
H 2.930 -5.531 -1.911  0.29
H 0.879 -3.789 -1.326  0.34
C -1.688 -5.840 1.044  -0.89
O -1.217 -4.977 2.056  -0.54
H -2.438 -6.328 1.495  0.38
H -0.895 -6.412 0.520  0.31
H -2.260 -5.579 0.175  0.30
H -0.230 -5.274 2.045  0.33
C 2.298 3.238 -4.419  -0.75
O 1.280 3.276 -3.574  -0.37
H 2.151 2.273 -5.104  0.21
H 3.389 3.224 -4.078  0.26
H 2.161 3.911 -5.207  0.40
H 1.209 4.160 -3.265  0.28
C -1.721 -2.341 4.279  -0.51
O -1.615 -3.654 4.530  -0.53
H -0.830 -1.874 4.765  0.24
H -2.686 -2.070 4.764  0.26
H -1.730 -2.063 3.329  0.21
H -1.293 -4.035 3.660  0.45
C -0.673 -2.652 -5.729  -0.47
O -1.835 -1.891 -5.857  -0.49
H -0.723 -3.504 -5.014  0.21
H 0.247 -1.949 -5.398  0.15
H -0.392 -3.286 -6.572  0.33
H -2.583 -2.308 -6.199  0.28
C 0.860 3.048 3.643  -0.27
C 1.385 2.736 2.325  0.06
C 2.754 2.859 2.289  0.69
C 3.486 3.254 3.429  -0.89
C 2.873 3.636 4.657  -0.23
C 1.541 3.580 4.736  0.38
O 0.865 3.877 5.943  -0.58
O 3.444 2.441 1.161  -0.63
H -0.242 3.099 3.841  -0.02
H 0.666 2.351 1.516  0.04
H 4.449 3.457 3.422  0.54
H 3.532 3.964 5.521  0.31
H -0.138 3.687 5.930  0.32
H 3.046 2.166 0.236  0.39
C -3.468 3.253 0.846  -0.38
C -3.721 3.994 -0.336  -1.12
C -3.048 3.545 -1.514  0.86
C -1.993 2.650 -1.433  -0.63
C -1.588 2.155 -0.106  0.03
C -2.485 2.234 0.956  0.16
O -2.263 1.592 2.108  -0.45
O -3.376 4.164 -2.619  -0.52
H -4.074 3.385 1.723  0.24
H -4.483 4.607 -0.391  0.56
H -1.540 2.327 -2.351  0.37
H -0.728 1.493 0.064  0.25
H -3.078 1.695 2.780  0.32
H -3.094 3.721 -3.361  0.29
C 0.679 -1.152 0.656  -1.09
C 1.399 -0.014 0.343  -1.49
C 1.411 0.421 -0.974  0.49
C 0.662 -0.209 -2.036  -0.75
C 0.092 -1.409 -1.777  -0.60
C 0.061 -1.876 -0.407  0.40
O -0.543 -3.075 -0.202  -0.48
O 2.063 1.634 -1.199  -0.54
H 0.693 -1.479 1.633  0.73
H 1.792 0.485 1.004  1.40
H 0.996 0.054 -2.979  0.60
H -0.404 -1.978 -2.457  0.94
H -0.873 -3.124 0.663  0.16
H 2.064 2.060 -2.118  0.16

Cartesian forces (eV/Å) of the 6 atoms listed first:
C 2.1 -0.8 0.2
O 2.4 0.5 -0.9
H -0.8 -1.0 1.1
H -2.2 0.7 -1.5
H 0.4 0.1 -0.3
H -1.7 0.2 1.2

Values from the calculation:
**HOMO-LUMO gap**: 8.124 eV
**Net charge**: 0
**Lowest unoccupied orbital energy**: 0.346 eV

***

Entry 3:
Entry from the OMol25 dataset: a structure of composition C40H47CrN7O4P2S2 (ωB97M-V with the def2-TZVPD basis set).

Each line ends with the Mulliken charge.
Element x y z (Å)
Cr -0.342 -0.467 1.548  1.27
N -0.350 -0.407 3.757  -0.37
N 0.912 -0.664 4.310  -0.36
C 1.981 -0.699 3.492  0.72
N 3.183 -0.920 3.978  -0.31
N 1.672 -0.499 2.203  0.31
N 2.625 -0.529 1.222  0.69
O 2.153 -0.533 0.100  -0.59
O 3.800 -0.645 1.489  -0.81
H -0.657 0.541 3.976  0.27
H -1.035 -1.073 4.108  0.41
H 1.006 -0.761 5.310  0.16
H 3.343 -1.072 4.963  0.19
H 3.973 -0.905 3.345  0.18
S 0.168 -2.866 1.537  -0.75
C 0.195 -3.315 -0.097  0.12
N 0.909 -4.294 -0.574  0.11
C 0.658 -4.725 -1.959  -0.67
C -0.828 -4.662 -2.219  -0.81
N -1.294 -3.291 -1.975  0.21
C -2.359 -2.784 -2.845  -1.21
C -1.869 -2.535 -4.255  0.69
C -2.667 -2.903 -5.330  -0.50
C -2.242 -2.652 -6.628  -0.66
C -1.014 -2.049 -6.853  -0.50
C -0.210 -1.690 -5.780  -0.90
C -0.637 -1.927 -4.482  0.16
C -0.731 -2.594 -1.022  0.39
S -0.965 -0.940 -0.793  -0.15
C 2.038 -4.924 0.137  -1.08
C 3.284 -4.826 -0.707  0.38
C 3.896 -5.976 -1.191  -0.43
C 5.021 -5.877 -1.999  -0.71
C 5.529 -4.630 -2.333  -0.46
C 4.922 -3.479 -1.845  -0.91
C 3.802 -3.576 -1.037  0.10
H 1.030 -5.740 -2.079  0.61
H 1.204 -4.083 -2.653  0.34
H -1.375 -5.355 -1.573  0.35
H -1.038 -4.915 -3.256  0.48
H -2.752 -1.871 -2.398  0.25
H -3.150 -3.536 -2.855  0.50
H -3.623 -3.385 -5.160  0.41
H -2.870 -2.935 -7.462  0.43
H -0.682 -1.859 -7.865  0.43
H 0.750 -1.223 -5.955  0.46
H -0.012 -1.631 -3.646  0.47
H 1.788 -5.970 0.324  0.43
H 2.148 -4.425 1.097  0.46
H 3.509 -6.953 -0.925  0.43
H 5.498 -6.775 -2.366  0.41
H 6.397 -4.555 -2.973  0.42
H 5.325 -2.505 -2.090  0.48
H 3.331 -2.670 -0.663  0.52
C -4.007 1.668 2.565  -0.99
P -3.595 0.445 1.318  1.40
C -3.423 1.296 -0.258  -0.98
C -4.984 -0.678 1.173  -1.25
O -2.345 -0.339 1.724  -0.74
H -4.891 2.229 2.255  0.47
H -3.176 2.363 2.699  0.02
H -4.225 1.159 3.504  0.44
H -4.224 2.031 -0.344  0.50
H -3.504 0.591 -1.085  0.34
H -2.459 1.800 -0.310  0.04
H -5.829 -0.163 0.714  0.42
H -5.272 -1.032 2.163  0.40
H -4.697 -1.530 0.558  0.32
O -0.339 1.591 1.743  1.36
P -0.085 3.078 1.440  0.98
C 1.452 3.655 2.169  0.18
C 2.372 2.758 2.699  -0.25
C 3.573 3.216 3.219  -0.66
C 3.846 4.576 3.226  -0.73
C 2.924 5.477 2.708  -0.74
C 1.733 5.022 2.169  -0.52
C -0.040 3.391 -0.328  0.60
C 0.287 2.345 -1.187  0.03
C 0.334 2.560 -2.556  -0.78
C 0.056 3.819 -3.068  -0.77
C -0.249 4.870 -2.214  -0.82
C -0.293 4.664 -0.844  -0.58
C -1.390 4.078 2.169  -0.25
C -1.271 4.443 3.513  -0.72
C -2.258 5.207 4.116  -0.84
C -3.358 5.624 3.377  -0.64
C -3.486 5.258 2.044  -0.94
C -2.508 4.484 1.438  0.18
H 2.120 1.707 2.703  0.38
H 4.300 2.518 3.613  0.47
H 4.779 4.938 3.639  0.43
H 3.134 6.538 2.729  0.46
H 1.024 5.729 1.756  0.36
H 0.531 1.374 -0.783  0.10
H 0.595 1.747 -3.221  0.54
H 0.092 3.988 -4.136  0.44
H -0.453 5.853 -2.616  0.47
H -0.523 5.492 -0.187  0.40
H -0.397 4.144 4.079  0.46
H -2.160 5.490 5.155  0.48
H -4.111 6.247 3.841  0.46
H -4.342 5.591 1.472  0.51
H -2.607 4.218 0.395  0.47

Cartesian forces (eV/Å) of the 6 atoms listed first:
Cr -0.8 0.5 0.4
N -0.1 -0.1 -0.4
N 0.0 -0.1 0.2
C 0.2 0.0 -0.2
N 0.0 0.0 0.2
N -0.4 0.4 -0.2

Values from the calculation:
**Expectation value of S²**: 3.81
**HOMO-LUMO gap (spin up / spin down)**: 6.652 / 6.980 eV
**Spin multiplicity**: 4
**Net charge**: +3
**Lowest unoccupied orbital energy (spin up / spin down)**: -8.813 / -8.486 eV

***

Number 1: largest force on an atom 4.44 eV Å⁻¹. Number 2: largest force on an atom 9.80 eV Å⁻¹. Number 3: largest force on an atom 1.04 eV Å⁻¹.